Entry 1:
The following is a DFT calculation (ωB97M-V/def2-TZVPD) of C40H36Br2HgN7OS4 as an isolated structure in a non-equilibrium geometry.

Output
charge = -1
electronic energy = -242145.3557 eV
orbital gap = 4.184 eV
HOMO = -2.6 eV
energy above the lowest of the compared OMol25 structures with the same formula, charge and spin = 0.888 eV

```
91
C40H36Br2HgN7OS4 ωB97M-V/def2-TZVPD
Hg 0.062 0.516 0.406
S -0.145 -0.650 2.627
C -1.844 -0.391 2.960
N -2.250 -0.464 4.314
C -3.641 -0.727 4.542
C -4.440 0.319 3.775
N -4.114 0.252 2.373
C -5.235 0.092 1.469
C -5.944 -1.231 1.647
C -5.254 -2.417 1.406
C -5.876 -3.643 1.588
C -7.195 -3.700 2.019
C -7.888 -2.525 2.269
C -7.262 -1.298 2.087
C -2.790 -0.111 2.006
S -2.438 -0.064 0.285
C -1.351 -0.642 5.430
C -1.311 -2.058 5.968
C -1.735 -2.336 7.263
C -1.701 -3.632 7.763
C -1.247 -4.670 6.965
C -0.832 -4.405 5.666
C -0.864 -3.110 5.170
H -3.846 -0.661 5.613
H -3.932 -1.730 4.192
H -4.193 1.311 4.177
H -5.513 0.150 3.903
H -4.841 0.165 0.458
H -5.936 0.920 1.626
H -4.221 -2.371 1.077
H -5.330 -4.557 1.389
H -7.684 -4.657 2.154
H -8.918 -2.562 2.605
H -7.806 -0.379 2.280
H -1.659 0.035 6.238
H -0.359 -0.346 5.091
H -2.089 -1.528 7.895
H -2.033 -3.829 8.776
H -1.212 -5.680 7.355
H -0.480 -5.211 5.034
H -0.534 -2.903 4.158
O -0.220 2.987 -0.576
N -0.079 3.799 0.430
C -0.889 4.879 0.503
C -0.818 5.785 1.529
C 0.108 5.578 2.549
C 0.937 4.482 2.476
C 0.871 3.577 1.405
S 1.922 2.242 1.269
H -1.592 4.956 -0.312
H -1.479 6.640 1.522
H 0.173 6.262 3.385
H 1.659 4.266 3.248
Br 6.697 0.115 -1.394
C 4.867 -0.184 -0.970
C 4.522 -0.648 0.286
C 3.169 -0.822 0.537
N 2.228 -0.600 -0.365
C 2.573 -0.196 -1.590
C 3.904 0.057 -1.925
C 1.475 -0.019 -2.556
C 1.695 -0.045 -3.936
C 0.615 0.111 -4.775
Br 0.868 0.046 -6.660
C -0.661 0.284 -4.266
C -0.784 0.274 -2.885
N 0.238 0.116 -2.061
H 5.268 -0.846 1.040
H 2.824 -1.159 1.509
H 4.170 0.468 -2.888
H 2.687 -0.203 -4.334
H -1.518 0.419 -4.910
H -1.759 0.387 -2.420
N 0.077 -3.246 -2.813
C -0.638 -3.036 -1.662
S 0.016 -3.373 -0.180
N -1.906 -2.564 -1.774
C -2.726 -2.433 -2.897
C -3.788 -1.525 -2.819
C -4.661 -1.370 -3.880
C -4.498 -2.113 -5.042
C -3.465 -3.035 -5.115
C -2.588 -3.206 -4.055
H 1.054 -3.413 -2.638
H -0.135 -2.664 -3.613
H -2.220 -2.063 -0.932
H -3.907 -0.943 -1.911
H -5.478 -0.664 -3.797
H -5.173 -1.981 -5.878
H -3.342 -3.640 -6.005
H -1.822 -3.966 -4.111
```

Atom charges from the Mulliken analysis, given in e for atoms 1 to 4: atom 1 (Hg): 1.803, atom 2 (S): -0.471, atom 3 (C): -0.166, atom 4 (N): 0.197


Entry 2:
The following is a DFT calculation (ωB97M-V/def2-TZVPD) of C40H36F15MgO23Zr2 as an isolated structure in a non-equilibrium geometry.

Output
charge = +3
electronic energy = -137907.2540 eV
orbital gap = 4.557 eV
HOMO = -14.1 eV

```
117
C40H36F15MgO23Zr2 ωB97M-V/def2-TZVPD
Zr -6.366 -0.212 -1.460
Zr -13.101 2.513 -1.097
Mg -13.532 -3.196 1.190
C -10.461 0.146 -2.151
C -9.234 -0.525 -2.152
C -8.972 -1.590 -1.040
O -7.758 -1.646 -0.729
C -10.085 -2.079 -0.385
C -11.341 -1.490 -0.485
C -11.515 -0.289 -1.379
O -12.635 0.312 -1.401
O -12.284 -1.972 0.185
O -8.163 -0.123 -2.659
H -10.536 0.952 -2.873
H -9.978 -2.971 0.218
C -9.074 3.369 -1.335
C -8.076 2.466 -0.981
C -8.271 1.583 0.209
O -7.350 0.786 0.512
C -9.470 1.557 0.898
C -10.566 2.232 0.413
C -10.295 3.279 -0.717
O -11.363 3.767 -1.205
O -11.786 1.981 0.650
O -7.165 2.151 -1.773
H -8.933 4.077 -2.139
H -9.615 0.948 1.780
C -12.579 3.508 -5.226
C -12.865 3.444 -3.935
C -13.615 4.573 -3.221
O -13.853 4.178 -1.964
C -13.904 5.717 -3.826
C -13.570 5.865 -5.236
C -12.944 4.706 -5.975
O -12.767 4.701 -7.153
O -13.758 6.911 -5.787
O -12.568 2.434 -3.120
H -12.164 2.694 -5.802
H -14.364 6.490 -3.226
C -6.608 -4.035 -2.718
C -5.430 -3.112 -2.972
O -5.647 -1.807 -2.524
H -6.809 -4.245 -1.665
H -6.471 -4.974 -3.252
H -7.544 -3.584 -3.075
H -5.183 -3.199 -4.034
H -4.554 -3.502 -2.440
C -10.970 -1.617 -6.281
C -12.359 -1.172 -5.869
O -13.222 -2.294 -5.607
C -13.081 -2.950 -4.502
O -12.278 -2.771 -3.624
C -14.127 -4.072 -4.434
F -15.275 -3.620 -4.916
F -13.748 -5.170 -5.067
F -14.405 -4.411 -3.153
H -10.552 -0.887 -6.965
H -11.068 -2.546 -6.850
H -10.366 -1.855 -5.409
H -12.845 -0.653 -6.686
H -12.274 -0.532 -4.992
C -10.144 -6.031 -0.760
C -11.214 -5.645 -1.766
O -12.466 -6.338 -1.507
C -13.295 -5.861 -0.699
O -13.111 -4.804 -0.088
C -14.533 -6.728 -0.396
F -14.645 -7.711 -1.262
F -14.428 -7.226 0.837
F -15.604 -5.941 -0.486
H -9.373 -5.254 -0.732
H -9.633 -6.966 -0.968
H -10.538 -6.027 0.262
H -10.923 -6.127 -2.698
H -11.327 -4.579 -1.933
C -4.618 3.895 -6.108
C -4.963 2.925 -4.994
O -5.294 1.661 -5.609
C -5.818 0.708 -4.947
O -6.032 0.680 -3.752
C -6.125 -0.495 -5.850
F -6.690 -0.111 -6.990
F -4.964 -1.082 -6.153
F -6.905 -1.357 -5.213
H -5.257 3.844 -6.985
H -3.613 3.651 -6.462
H -4.568 4.899 -5.692
H -5.778 3.343 -4.399
H -4.123 2.831 -4.305
C -12.194 -7.262 4.414
C -11.786 -6.559 3.144
O -10.938 -5.405 3.465
C -11.127 -4.243 3.039
O -12.016 -3.910 2.264
C -10.082 -3.230 3.547
F -9.027 -3.843 4.028
F -9.705 -2.432 2.541
F -10.651 -2.470 4.486
H -12.383 -6.575 5.243
H -11.563 -8.046 4.816
H -13.192 -7.648 4.186
H -12.606 -6.173 2.545
H -11.250 -7.253 2.494
C -5.015 0.757 3.630
C -4.212 -0.126 2.702
O -4.833 -1.463 2.575
C -5.324 -1.906 1.502
O -5.503 -1.282 0.482
C -5.820 -3.364 1.658
F -5.802 -3.930 0.441
F -5.032 -4.058 2.454
F -7.074 -3.376 2.111
H -6.089 0.675 3.456
H -4.754 1.788 3.385
H -4.795 0.600 4.680
H -3.313 -0.461 3.218
H -3.985 0.321 1.741
```

Atom charges from the Mulliken analysis, given in e for atoms 1 to 4: atom 1 (Zr): 1.703, atom 2 (Zr): 1.569, atom 3 (Mg): 1.125, atom 4 (C): -0.455


Entry 3:
The following is a DFT calculation (ωB97M-V/def2-TZVPD) of a 6-piece molecular cluster, C40H36F5N6O6S2 overall in a non-equilibrium geometry.

Output
charge = +1
electronic energy = -98536.2298 eV
orbital gap = 5.491 eV
HOMO = -10.9 eV

```
95
C40H36F5N6O6S2 ωB97M-V/def2-TZVPD
C 0.471 -2.351 1.139
S -1.273 -1.963 1.233
O -1.982 -3.207 1.032
O -1.676 -1.435 2.507
C -1.863 -0.875 -0.091
C -3.205 -1.027 -0.378
N -3.835 -0.285 -1.301
S -5.554 -0.515 -1.511
O -6.040 -1.648 -0.806
O -5.925 -0.589 -2.901
C -6.403 0.961 -0.737
F -6.254 2.058 -1.493
F -7.706 0.707 -0.654
C -5.893 1.274 0.712
F -6.738 2.136 1.274
F -5.865 0.193 1.489
F -4.679 1.840 0.632
C -3.138 0.625 -2.025
C -1.809 0.845 -1.807
C -1.128 0.103 -0.802
C 0.349 0.382 -0.503
O 0.582 1.225 0.330
O 1.322 -0.316 -1.146
C 2.629 0.104 -0.811
C 3.368 -0.475 0.216
C 4.663 -0.061 0.506
C 5.276 0.979 -0.203
C 4.534 1.548 -1.240
C 3.251 1.110 -1.541
H 1.053 -1.547 1.613
H 0.621 -3.335 1.599
H 0.730 -2.434 0.069
H -3.794 -1.770 0.179
H -3.637 1.215 -2.801
H -1.259 1.588 -2.386
H 2.974 -1.290 0.827
H 5.244 -0.521 1.309
H 6.296 1.293 0.069
H 5.000 2.360 -1.803
H 2.741 1.586 -2.383
N -5.695 -5.611 -5.439
C -6.572 -6.239 -4.657
C -7.211 -5.638 -3.583
C -6.920 -4.314 -3.304
C -6.009 -3.640 -4.105
C -5.431 -4.338 -5.154
H -6.765 -7.275 -4.912
H -7.917 -6.195 -2.982
H -7.397 -3.811 -2.472
H -5.761 -2.602 -3.898
H -4.718 -3.858 -5.812
N -1.564 -2.308 -2.589
C -0.271 -2.357 -2.930
C 0.198 -2.879 -4.122
C -0.723 -3.387 -5.019
C -2.067 -3.352 -4.691
C -2.437 -2.804 -3.472
H 0.417 -1.953 -2.199
H 1.257 -2.888 -4.340
H -0.399 -3.807 -5.962
H -2.811 -3.741 -5.364
H -3.481 -2.756 -3.178
N -13.331 -0.758 0.929
C -12.993 0.250 1.734
C -11.740 0.844 1.742
C -10.782 0.360 0.867
C -11.111 -0.689 0.024
C -12.395 -1.208 0.094
H -13.776 0.592 2.402
H -11.523 1.662 2.415
H -9.791 0.795 0.843
H -10.390 -1.095 -0.673
H -12.700 -2.027 -0.548
N 8.408 2.784 1.064
C 9.619 2.222 1.032
C 10.627 2.512 1.937
C 10.371 3.441 2.934
C 9.121 4.037 2.983
C 8.181 3.675 2.032
H 9.777 1.504 0.234
H 11.589 2.022 1.863
H 11.134 3.701 3.666
H 8.881 4.768 3.744
H 7.189 4.114 2.035
N 12.248 4.530 5.264
C 13.458 3.968 5.232
C 14.466 4.257 6.136
C 14.208 5.186 7.131
C 12.959 5.783 7.182
C 12.019 5.420 6.231
H 13.616 3.250 4.434
H 15.428 3.769 6.063
H 14.970 5.441 7.857
H 12.719 6.513 7.943
H 11.027 5.859 6.234
```

Atom charges from the Mulliken analysis, given in e for atoms 1 to 4: atom 1 (C): -0.924, atom 2 (S): 1.650, atom 3 (O): -0.707, atom 4 (O): -0.737


Entry 4:
The following is a DFT calculation (ωB97M-V/def2-TZVPD) of C40H36GeIN7S3Tl as an isolated structure.

Output
charge = -1
electronic energy = -154309.5891 eV
orbital gap = 4.504 eV
HOMO = -2.5 eV
energy above the lowest of the compared OMol25 structures with the same formula, charge and spin = 0.000 eV

```
89
C40H36GeIN7S3Tl ωB97M-V/def2-TZVPD
Tl 0.664 -1.169 -0.508
C -4.361 -0.709 1.220
C -2.863 -0.660 1.074
N -2.187 -1.476 0.339
N -2.950 -2.465 -0.219
C -2.359 -3.360 -0.984
N -3.213 -4.395 -1.309
S -0.777 -3.483 -1.666
C -2.186 0.390 1.864
C -2.796 1.178 2.756
C -2.062 2.283 3.375
C -0.939 2.731 2.810
C -0.447 2.103 1.524
N -0.776 0.644 1.709
H -4.781 -1.365 0.469
H -4.771 0.297 1.113
H -4.640 -1.093 2.206
H -4.190 -4.207 -1.149
H -2.971 -4.907 -2.139
H -3.837 1.022 3.000
H -2.464 2.752 4.265
H -0.366 3.556 3.218
H 1.208 3.374 1.415
C 5.462 -0.616 1.189
C 4.566 0.196 0.303
N 3.428 0.676 0.679
C 2.769 1.353 -0.353
C 3.499 1.382 -1.527
S 4.974 0.513 -1.339
C 1.460 1.893 -0.134
C 1.035 2.297 1.242
S -1.428 2.941 0.216
C -0.316 2.983 -1.186
N 0.845 2.455 -1.214
C -0.999 3.512 -2.421
H 4.944 -1.522 1.507
H 5.719 -0.048 2.085
H 6.379 -0.896 0.673
H 3.247 1.881 -2.447
H 1.616 1.732 1.974
H -0.270 4.013 -3.057
H -1.785 4.229 -2.166
H -1.471 2.711 -3.003
C 0.155 -0.192 2.053
Ge -0.331 -1.883 2.938
C 0.355 -1.515 4.746
C 0.837 -0.261 5.126
C 1.295 -0.035 6.420
C 1.282 -1.062 7.352
C 0.808 -2.318 6.988
C 0.346 -2.537 5.697
C 0.879 -3.211 2.161
C 2.223 -3.144 2.542
C 3.157 -4.022 2.011
C 2.767 -4.975 1.077
C 1.442 -5.040 0.673
C 0.506 -4.166 1.214
C -2.120 -2.600 3.316
C -2.842 -1.979 4.342
C -4.113 -2.417 4.691
C -4.688 -3.486 4.015
C -3.984 -4.113 2.997
C -2.711 -3.673 2.652
H 0.866 0.545 4.401
H 1.667 0.945 6.698
H 1.643 -0.889 8.359
H 0.796 -3.124 7.712
H -0.029 -3.520 5.426
H 2.543 -2.392 3.255
H 4.193 -3.958 2.321
H 3.499 -5.653 0.655
H 1.133 -5.756 -0.078
H -0.509 -4.206 0.841
H -2.396 -1.157 4.891
H -4.653 -1.927 5.493
H -5.681 -3.827 4.279
H -4.427 -4.944 2.461
H -2.189 -4.176 1.850
I -4.073 -1.721 -4.802
C -2.278 -0.765 -4.341
C -1.432 -0.317 -5.340
C -0.237 0.275 -4.961
C 0.060 0.386 -3.610
N -0.765 -0.047 -2.657
C -1.914 -0.614 -3.013
H -1.694 -0.429 -6.384
H 0.458 0.647 -5.702
H 0.979 0.846 -3.265
H -2.564 -0.951 -2.212
```

Atom charges from the Mulliken analysis, given in e for atoms 1 to 4: atom 1 (Tl): 1.178, atom 2 (C): -2.167, atom 3 (C): -0.441, atom 4 (N): 1.706